Record 1
C26H19Co2NO8 as an isolated structure. Source: the OMol25 dataset; level of theory: ωB97M-V/def2-TZVPD.

```
56
C26H19Co2NO8 | the OMol25 dataset | ωB97M-V/def2-TZVPD
C 2.505 -3.818 4.374
C 3.070 -3.472 3.022
O 2.277 -2.378 2.489
C 2.622 -1.987 1.237
C 1.991 -0.697 0.902
N 2.393 -0.053 -0.140
C 2.252 1.221 -0.393
C 2.539 1.804 -1.674
C 2.693 3.208 -1.797
C 2.854 3.783 -3.052
C 2.892 2.975 -4.199
C 2.790 1.581 -4.076
C 2.635 0.990 -2.821
O 3.365 -2.621 0.507
H 3.261 -4.374 4.928
H 2.234 -2.924 4.938
H 1.616 -4.443 4.257
H 4.116 -3.135 3.116
H 3.021 -4.331 2.337
H 1.165 -0.386 1.554
H 1.950 1.912 0.411
H 2.684 3.810 -0.886
H 2.954 4.865 -3.143
H 3.012 3.434 -5.184
H 2.824 0.952 -4.965
H 2.560 -0.092 -2.697
O 8.403 4.399 2.727
C 7.908 3.425 2.363
Co 7.202 1.972 1.640
C 6.387 2.549 0.204
O 5.862 2.873 -0.775
C 8.562 1.116 0.899
O 9.408 0.548 0.358
C 5.862 1.398 2.830
C 6.074 0.288 1.976
C 5.547 -0.400 0.899
C 6.186 -1.509 0.218
C 5.855 -1.781 -1.138
C 6.442 -2.843 -1.818
C 7.362 -3.674 -1.161
C 7.703 -3.417 0.169
C 7.144 -2.331 0.846
Co 6.870 0.166 3.737
C 7.467 1.360 4.866
O 7.860 2.143 5.621
C 8.392 -0.806 3.726
O 9.366 -1.423 3.812
C 5.740 -0.757 4.721
O 4.999 -1.348 5.386
H 4.918 1.856 3.112
H 4.617 -0.018 0.464
H 5.128 -1.125 -1.617
H 6.182 -3.019 -2.863
H 7.820 -4.510 -1.695
H 8.415 -4.053 0.695
H 7.412 -2.103 1.882
```

Highest occupied orbital energy in eV: -0.35
Kohn-Sham gap in Ha: 0.1911
Calculated total energy in eV: -120391.404
Charge: -2
Energy relative to the best compared isomer or geometry (same formula, charge and spin) in kcal/mol: 1.9

=====

Record 2
C26H19N4O6PtS as an isolated structure. Source: the OMol25 dataset; level of theory: ωB97M-V/def2-TZVPD.

```
57
C26H19N4O6PtS | the OMol25 dataset | ωB97M-V/def2-TZVPD
Pt -0.101 -0.264 -0.611
O -3.020 1.561 1.838
C -2.385 0.731 1.230
N -1.583 1.068 0.125
C -1.823 2.149 -0.638
C -2.983 2.976 -0.571
C -3.072 4.070 -1.370
C -2.029 4.412 -2.273
C -0.926 3.619 -2.415
C -0.810 2.457 -1.626
N 0.216 1.584 -1.639
C 1.383 1.683 -2.346
O 1.635 2.414 -3.278
C 2.443 0.780 -1.757
C 3.713 0.730 -2.290
C 4.669 -0.045 -1.651
C 4.325 -0.729 -0.494
C 3.028 -0.637 -0.024
N 2.108 0.105 -0.650
C -2.372 -0.672 1.767
C -2.645 -0.815 3.113
C -2.508 -2.019 3.776
C -2.007 -3.128 3.057
C -1.769 -3.040 1.736
N -2.041 -1.846 1.032
H -3.772 2.729 0.119
H -3.957 4.691 -1.320
H -2.121 5.307 -2.876
H -0.146 3.855 -3.120
H 3.924 1.302 -3.184
H 5.676 -0.109 -2.045
H 5.048 -1.328 0.044
H 2.709 -1.155 0.869
H -2.930 0.086 3.638
H -2.740 -2.102 4.828
H -1.807 -4.068 3.551
H -1.422 -3.867 1.146
O -2.752 -1.025 -0.988
C -2.171 -1.857 -0.332
C 1.052 0.339 -6.207
C 0.717 -0.522 -5.023
C -0.577 -0.574 -4.511
C -0.889 -1.349 -3.408
C 0.135 -2.059 -2.788
C 1.427 -2.088 -3.321
C 1.705 -1.309 -4.422
S -0.086 -3.076 -1.364
O 0.190 -4.431 -1.647
O -1.650 -3.016 -0.959
O 0.619 -2.452 -0.234
H 0.238 1.020 -6.447
H 1.247 -0.283 -7.084
H 1.949 0.927 -6.012
H -1.363 0.003 -4.982
H -1.906 -1.395 -3.048
H 2.199 -2.698 -2.863
H 2.710 -1.308 -4.830
```

Multiplicity: 5
Highest occupied orbital energy (alpha / beta) in eV: -9.91 / -11.59
Kohn-Sham gap (alpha / beta) in Ha: 0.2421 / 0.2374
Calculated total energy in eV: -59588.465
Charge: +1
Energy relative to the best compared isomer or geometry (same formula, charge and spin) in kcal/mol: 19.5

=====

Record 3
C26H20BBrClCoIN8O4 as an isolated structure. Source: the OMol25 dataset; level of theory: ωB97M-V/def2-TZVPD.

```
63
C26H20BBrClCoIN8O4 | the OMol25 dataset | ωB97M-V/def2-TZVPD
Co -0.174 -0.376 -0.231
C -2.218 -2.021 2.919
C -2.049 -0.995 1.997
N -1.097 -1.333 1.128
N -0.649 -2.563 1.458
C -1.311 -2.993 2.538
B 0.378 -3.264 0.531
N -0.182 -3.100 -0.893
C -0.578 -3.990 -1.812
C -1.144 -3.309 -2.873
C -1.066 -1.965 -2.520
N -0.465 -1.862 -1.336
N 1.665 -2.419 0.583
C 2.946 -2.721 0.821
C 3.703 -1.573 0.669
C 2.783 -0.591 0.326
N 1.557 -1.116 0.268
H -2.915 -2.055 3.737
H -2.571 -0.057 1.915
H -1.110 -3.970 2.945
H 0.558 -4.404 0.822
H -0.437 -5.045 -1.643
H -1.561 -3.724 -3.772
H -1.413 -1.086 -3.033
H 3.230 -3.726 1.082
H 4.764 -1.460 0.798
H 2.949 0.462 0.157
O -2.889 4.585 -0.173
C -1.985 4.616 0.789
O -1.824 5.577 1.487
C -1.145 3.379 0.994
C -0.095 3.287 1.897
Cl 0.447 4.537 2.893
N 0.387 2.010 1.899
N -0.262 1.293 0.934
C -1.174 2.112 0.412
C -2.051 1.540 -0.651
O -2.944 2.173 -1.187
O -1.650 0.382 -1.036
C 1.306 1.386 2.835
C 1.218 0.013 3.010
C 2.023 -0.639 3.929
C 2.932 0.072 4.693
C 3.010 1.444 4.529
C 2.203 2.108 3.618
H -2.956 3.702 -0.613
H 0.484 -0.543 2.464
H 1.924 -1.709 4.050
H 3.560 -0.432 5.414
H 3.709 2.024 5.117
H 2.317 3.169 3.528
Br 1.330 -1.033 -5.093
C 0.035 0.328 -4.923
C -0.865 0.510 -5.964
C -1.839 1.493 -5.877
C -1.918 2.308 -4.759
C -1.019 2.140 -3.720
C -0.057 1.145 -3.799
I 1.271 0.921 -2.204
H -0.795 -0.122 -6.838
H -2.534 1.623 -6.695
H -2.675 3.076 -4.688
H -1.073 2.781 -2.852
```

Highest occupied orbital energy in eV: -11.98
Kohn-Sham gap in Ha: 0.2842
Calculated total energy in eV: -176363.887
Charge: +1
Energy relative to the best compared isomer or geometry (same formula, charge and spin) in kcal/mol: 0.0

=====

Record 4
C26H20BI2N6O2Tc as an isolated structure. Source: the OMol25 dataset; level of theory: ωB97M-V/def2-TZVPD.

```
58
C26H20BI2N6O2Tc | the OMol25 dataset | ωB97M-V/def2-TZVPD
Tc -0.425 -0.290 -0.532
C -3.411 -3.250 -1.437
C -2.106 -2.784 -1.505
N -1.975 -1.685 -0.758
N -3.177 -1.433 -0.201
C -4.053 -2.358 -0.599
B -3.420 -0.152 0.622
N -2.352 -0.086 1.744
C -2.475 0.058 3.065
C -1.218 0.259 3.611
C -0.358 0.233 2.526
N -1.057 0.029 1.408
N -3.182 1.060 -0.289
C -3.961 2.116 -0.526
C -3.329 2.935 -1.439
C -2.132 2.291 -1.714
N -2.047 1.157 -1.020
H -3.823 -4.111 -1.916
H -1.257 -3.188 -2.025
H -5.066 -2.328 -0.253
H -4.511 -0.152 1.082
H -3.442 0.024 3.526
H -0.970 0.411 4.641
H 0.710 0.342 2.477
H -4.907 2.210 -0.036
H -3.681 3.858 -1.844
H -1.344 2.575 -2.379
I 0.835 -0.746 -2.917
C 2.081 -2.165 -2.017
C 3.116 -2.687 -2.741
C 3.935 -3.662 -2.138
C 3.657 -4.092 -0.874
C 2.569 -3.569 -0.138
C 2.234 -4.098 1.130
C 1.127 -3.654 1.786
C 0.352 -2.610 1.246
C 0.679 -1.981 0.061
C 1.768 -2.533 -0.688
H 3.308 -2.374 -3.753
H 4.764 -4.074 -2.692
H 4.263 -4.861 -0.415
H 2.849 -4.878 1.547
H 0.842 -4.085 2.731
H -0.520 -2.306 1.806
I 3.838 7.197 1.803
C 2.994 5.513 0.918
C 3.093 5.338 -0.457
C 2.512 4.232 -1.044
C 1.849 3.291 -0.264
C 1.763 3.468 1.113
C 2.331 4.580 1.708
C 1.191 2.148 -0.950
O 1.005 2.098 -2.150
O 0.830 1.163 -0.162
H 3.619 6.061 -1.061
H 2.572 4.084 -2.112
H 1.250 2.737 1.716
H 2.263 4.721 2.776
```

Multiplicity: 4
Highest occupied orbital energy (alpha / beta) in eV: -10.83 / -10.82
Kohn-Sham gap (alpha / beta) in Ha: 0.2789 / 0.2188
Calculated total energy in eV: -59395.554
Charge: +1
Energy relative to the best compared isomer or geometry (same formula, charge and spin) in kcal/mol: 1.0

=====

Record 5
C26H20Co2O11S as an isolated structure. Source: the OMol25 dataset; level of theory: ωB97M-V/def2-TZVPD.

```
60
C26H20Co2O11S | the OMol25 dataset | ωB97M-V/def2-TZVPD
C 2.576 3.253 -2.151
C 2.232 1.799 -2.230
O 0.947 1.715 -1.489
C 0.329 0.532 -1.427
C -1.110 0.649 -0.737
O -2.035 -0.278 -1.153
C -2.161 -0.720 -2.534
S -1.755 2.432 -1.321
C -3.550 2.207 -1.532
C -4.101 2.801 -2.657
C -5.440 2.564 -2.972
C -6.227 1.760 -2.131
C -5.672 1.222 -0.961
C -4.327 1.454 -0.661
O -1.456 3.289 -0.197
O -1.341 2.779 -2.663
O 0.735 -0.474 -1.991
H 3.524 3.425 -2.644
H 1.793 3.832 -2.630
H 2.670 3.558 -1.112
H 2.034 1.445 -3.242
H 2.943 1.143 -1.729
H -2.924 -1.500 -2.472
H -2.545 0.076 -3.176
H -1.224 -1.123 -2.923
H -3.471 3.402 -3.297
H -5.849 3.017 -3.875
H -7.276 1.558 -2.383
H -6.278 0.635 -0.263
H -3.911 1.059 0.260
O -1.234 -2.829 -0.423
C -0.642 -2.080 0.246
Co 0.241 -0.652 1.016
C 1.295 0.799 0.979
O 2.095 1.608 1.183
C -1.243 0.493 0.839
O -2.230 0.841 1.415
C 1.585 -1.545 1.972
C 3.018 -1.513 1.871
C 3.643 -1.540 0.607
C 5.029 -1.653 0.501
C 5.818 -1.726 1.658
C 5.207 -1.684 2.919
C 3.821 -1.552 3.032
C 0.524 -1.121 2.838
C 0.146 -0.090 3.645
Co 0.307 -2.768 2.206
C 1.133 -3.888 1.087
O 1.681 -4.476 0.262
C -1.345 -2.887 2.796
O -2.407 -3.045 3.213
C 0.745 -3.929 3.521
O 1.057 -4.723 4.286
H 3.030 -1.461 -0.290
H 5.503 -1.668 -0.480
H 6.911 -1.803 1.589
H 5.801 -1.756 3.837
H 3.334 -1.485 4.006
H -0.512 -0.277 4.491
H 0.558 0.900 3.474
```

Highest occupied orbital energy in eV: 0.77
Kohn-Sham gap in Ha: 0.1335
Calculated total energy in eV: -135890.322
Charge: -2
Energy relative to the best compared isomer or geometry (same formula, charge and spin) in kcal/mol: 80.4

=====

Record 6
A 2-piece molecular cluster, C26H20F3N2O4S overall. Source: the OMol25 dataset; level of theory: ωB97M-V/def2-TZVPD.

```
56
C26H20F3N2O4S | the OMol25 dataset | ωB97M-V/def2-TZVPD
C 6.340 1.269 -1.628
C 5.109 2.034 -1.213
O 4.043 1.584 -2.078
C 2.878 2.227 -1.828
C 1.769 1.556 -2.530
N 0.566 1.695 -2.090
C -0.409 0.793 -2.071
C -1.768 1.299 -1.982
C -2.867 0.523 -1.560
C -4.131 1.092 -1.449
C -4.308 2.454 -1.720
C -3.212 3.251 -2.087
C -1.952 2.671 -2.205
C -0.085 -0.633 -2.057
C -0.927 -1.621 -2.605
C -0.522 -2.953 -2.611
C 0.734 -3.313 -2.108
C 1.577 -2.340 -1.563
C 1.163 -1.017 -1.547
O 2.752 3.169 -1.067
H 7.117 1.355 -0.865
H 6.108 0.210 -1.781
H 6.737 1.667 -2.569
H 4.829 1.810 -0.174
H 5.247 3.117 -1.327
H 2.038 0.935 -3.400
H -2.707 -0.507 -1.258
H -4.969 0.469 -1.131
H -5.299 2.899 -1.634
H -3.326 4.318 -2.274
H -1.074 3.271 -2.437
H -1.886 -1.332 -3.035
H -1.191 -3.711 -3.020
H 1.062 -4.350 -2.140
H 2.554 -2.589 -1.149
H 1.814 -0.254 -1.117
F 2.581 2.026 2.293
C 1.487 1.266 2.570
F 1.451 1.030 3.909
F 0.372 1.968 2.233
S 1.594 -0.286 1.679
N 0.171 -0.926 2.493
C -1.093 -0.853 1.891
O -1.338 -0.387 0.786
C -2.013 -1.456 2.883
C -1.295 -1.893 3.978
C -1.934 -2.466 5.074
C -3.333 -2.578 5.031
C -4.059 -2.139 3.908
C -3.397 -1.571 2.812
C 0.153 -1.616 3.739
O 1.121 -1.902 4.413
H -1.346 -2.802 5.926
H -3.873 -3.006 5.874
H -5.143 -2.242 3.896
H -3.910 -1.215 1.922
```

Highest occupied orbital energy in eV: -1.92
Kohn-Sham gap in Ha: 0.1218
Calculated total energy in eV: -57444.997
Charge: -1

=====

Record 7
C26H20IN4O8PW as an isolated structure. Source: the OMol25 dataset; level of theory: ωB97M-V/def2-TZVPD.

```
61
C26H20IN4O8PW | the OMol25 dataset | ωB97M-V/def2-TZVPD
W 1.290 -1.258 -1.336
O 3.041 -0.991 -3.371
N 1.873 -0.184 -3.229
C 2.147 0.933 -2.618
C 1.189 2.043 -2.557
C 1.589 3.152 -3.305
C 0.734 4.233 -3.433
C -0.497 4.226 -2.791
C -0.872 3.144 -2.010
C -0.033 2.043 -1.876
P -0.427 0.713 -0.689
C -0.280 1.441 0.967
C -1.258 2.377 1.327
C -1.180 3.028 2.544
C -0.137 2.752 3.419
C 0.829 1.822 3.070
C 0.764 1.168 1.848
C -2.188 0.373 -0.923
C -2.768 0.516 -2.188
C -4.114 0.246 -2.365
C -4.887 -0.176 -1.289
C -4.313 -0.322 -0.034
C -2.968 -0.046 0.155
H 3.064 -1.141 -4.333
H 3.189 1.130 -2.360
H 2.550 3.160 -3.806
H 1.032 5.083 -4.030
H -1.158 5.077 -2.882
H -1.824 3.160 -1.496
H -2.091 2.589 0.670
H -1.941 3.749 2.813
H -0.079 3.260 4.373
H 1.643 1.603 3.748
H 1.531 0.457 1.592
H -2.179 0.863 -3.029
H -4.564 0.372 -3.341
H -5.939 -0.385 -1.431
H -4.913 -0.648 0.806
H -2.530 -0.159 1.138
O 2.439 -4.153 5.622
N 3.114 -3.715 4.722
O 4.314 -3.578 4.709
C 2.386 -3.279 3.505
C 1.007 -3.397 3.468
C 0.331 -2.978 2.343
C 1.031 -2.492 1.221
O 0.392 -2.125 0.095
C 2.422 -2.361 1.320
C 3.106 -2.753 2.457
N 3.185 -1.742 0.252
O 2.735 -2.414 -0.916
O 2.414 -0.514 0.014
N -1.134 -3.086 2.334
O -1.633 -3.882 3.090
O -1.740 -2.358 1.565
H 0.468 -3.804 4.313
H 4.181 -2.645 2.516
I 0.465 -3.458 -2.877
C -0.572 -1.653 -2.384
H -1.461 -1.871 -1.805
H -0.775 -1.136 -3.313
```

Highest occupied orbital energy in eV: -14.87
Kohn-Sham gap in Ha: 0.2206
Calculated total energy in eV: -68815.714
Charge: +2
Energy relative to the best compared isomer or geometry (same formula, charge and spin) in kcal/mol: 36.7

=====

Record 8
C26H20InN4O10 as an isolated structure. Source: the OMol25 dataset; level of theory: ωB97M-V/def2-TZVPD.

```
61
C26H20InN4O10 | the OMol25 dataset | ωB97M-V/def2-TZVPD
In -0.157 -0.238 -0.078
N 2.086 2.049 1.659
C 2.707 3.128 0.898
C 2.080 3.258 -0.497
C 1.904 1.857 -1.105
O 2.856 1.296 -1.624
O 0.674 1.419 -1.061
H 1.101 2.239 1.831
H 2.522 1.951 2.567
H 3.768 2.892 0.777
H 2.637 4.100 1.405
H 2.741 3.848 -1.131
H 1.103 3.736 -0.433
O -2.493 1.277 3.002
C -1.915 1.007 1.960
O -0.657 0.848 1.786
C -2.770 0.959 0.688
C -4.168 1.121 0.767
C -4.880 1.226 -0.390
C -4.205 1.227 -1.634
C -4.868 1.388 -2.871
C -4.161 1.395 -4.041
C -2.757 1.275 -4.021
C -2.086 1.113 -2.842
C -2.800 1.062 -1.626
N -2.133 0.888 -0.453
H -4.614 1.140 1.750
H -5.960 1.323 -0.377
H -5.945 1.514 -2.871
H -4.674 1.505 -4.988
H -2.206 1.313 -4.953
H -1.006 1.043 -2.795
O -0.729 -3.861 2.001
C -0.392 -2.846 1.403
O -1.106 -1.833 1.116
C 1.076 -2.755 0.972
C 1.871 -3.889 0.921
C 3.172 -3.761 0.465
C 3.658 -2.498 0.157
C 2.816 -1.408 0.268
N 1.541 -1.552 0.643
H 1.437 -4.833 1.217
H 3.802 -4.633 0.343
H 4.669 -2.352 -0.197
H 3.133 -0.405 0.031
O 1.179 -1.095 -2.277
C 0.767 -1.255 -3.409
C -0.575 -1.632 -3.779
C -0.854 -1.870 -5.117
C -2.105 -2.292 -5.520
C -3.121 -2.493 -4.559
C -2.882 -2.237 -3.247
C -1.601 -1.780 -2.773
O -1.456 -1.528 -1.546
N -2.368 -2.518 -6.907
O -1.495 -2.256 -7.727
O -3.466 -2.963 -7.227
H 1.460 -1.089 -4.259
H -0.079 -1.733 -5.861
H -4.087 -2.844 -4.894
H -3.655 -2.364 -2.499
```

Highest occupied orbital energy in eV: -5.82
Kohn-Sham gap in Ha: 0.2850
Calculated total energy in eV: -58899.822
Charge: -1
Energy relative to the best compared isomer or geometry (same formula, charge and spin) in kcal/mol: 17.4